(1)
Here is C34H32N5O5PS5SbSeTi as an isolated structure in a non-equilibrium geometry from the OMol25 dataset. Energies are from ωB97M-V with the def2-TZVPD basis set.

Calculated values
Total energy   -211933.911 eV
Energy above the lowest of the compared OMol25 structures with the same formula, charge and spin   46.9 kcal/mol
Total charge   -2
Spin multiplicity   2
HOMO level (spin up / spin down)   -1.8 / -1.8 eV

Positions of all 85 atoms, in Å:
Ti 0.2278 -0.3091 0.3878
O -1.2708 -2.8586 6.8603
N -1.5855 -1.6926 6.7151
O -1.9922 -0.9919 7.6211
C -1.4795 -1.0896 5.3661
C -1.7413 0.2313 5.3036
C -1.6363 0.9408 4.0742
C -1.9457 2.3081 3.9632
C -1.8385 2.9072 2.7404
C -1.3858 2.1545 1.6485
N -1.0545 0.8834 1.7443
C -1.2132 0.2679 2.9328
C -0.9389 -1.1473 3.0039
N -0.5579 -1.7397 1.8465
C -0.3923 -3.0450 1.8243
C -0.6178 -3.8452 2.9406
C -0.9517 -3.2607 4.1326
C -1.1064 -1.8622 4.2012
H -2.0306 0.7584 6.2005
H -2.2777 2.8568 4.8361
H -2.0743 3.9512 2.5933
H -1.2450 2.6089 0.6759
H -0.0424 -3.4740 0.8925
H -0.5154 -4.9182 2.8575
H -1.1007 -3.8648 5.0095
S 4.4265 3.2713 -2.6645
Sb 2.5086 4.1745 -1.8328
S 1.8124 1.3070 1.1653
S 0.9470 1.7740 -0.6790
S 0.9477 4.3553 -3.5083
C 1.8412 -2.6757 -3.2149
P 1.4744 -0.9141 -2.7869
C 1.0958 -0.2864 -4.4765
C 3.1694 -0.2578 -2.5892
H 2.5001 -2.7579 -4.0853
H 0.9115 -3.2096 -3.4276
H 2.3206 -3.1599 -2.3623
H 1.9092 -0.4989 -5.1762
H 0.9609 0.7967 -4.4238
H 0.1728 -0.7335 -4.8532
H 3.8617 -0.7578 -3.2740
H 3.5143 -0.3759 -1.5612
H 3.1768 0.8145 -2.7987
C 4.0633 -7.6325 -0.6011
C 3.7904 -6.2198 -0.1575
C 4.3734 -5.1391 -0.8109
C 4.1214 -3.8364 -0.4068
C 3.2706 -3.6042 0.6624
C 2.6979 -4.6685 1.3415
C 2.9575 -5.9668 0.9297
S 2.8760 -1.9255 1.1047
O 2.3901 -1.9573 2.4655
O 4.0491 -1.1631 0.8104
O 1.7282 -1.6607 0.1357
H 4.4550 -7.6552 -1.6179
H 3.1544 -8.2350 -0.5741
H 4.7970 -8.1150 0.0493
H 5.0334 -5.3180 -1.6524
H 4.5748 -2.9936 -0.9134
H 2.0689 -4.4676 2.1989
H 2.5084 -6.7986 1.4622
N -4.2223 -1.5200 -5.4362
C -3.6354 -1.2666 -4.4814
C -2.8876 -0.9586 -3.2875
C -2.5777 0.3539 -2.9668
C -1.8322 0.5905 -1.8243
N -1.4076 -0.3897 -1.0284
C -1.7498 -1.6459 -1.3244
C -2.4764 -1.9847 -2.4450
H -2.8876 1.1807 -3.5883
H -1.5437 1.5961 -1.5483
H -1.4547 -2.4149 -0.6226
H -2.7332 -3.0147 -2.6432
Se -4.0899 -0.8874 1.2976
C -5.0114 0.6019 0.5801
C -5.6278 0.5494 -0.6797
C -6.2844 1.6457 -1.2169
C -6.3518 2.8460 -0.5184
C -5.7459 2.9213 0.7296
C -5.0897 1.8232 1.2662
H -5.5806 -0.3791 -1.2370
H -6.7457 1.5629 -2.1953
H -6.8607 3.7042 -0.9397
H -5.7799 3.8488 1.2915
H -4.6225 1.8958 2.2413

Results of the Mulliken charge analysis, in e, for atoms 1 through 6:
1 Ti -0.295
2 O -0.658
3 N 1.074
4 O -0.676
5 C -0.824
6 C -0.509


(2)
Here is a 2-piece molecular cluster, C2H2O2 overall in a non-equilibrium geometry from the OMol25 dataset. Energies are from ωB97M-V with the def2-TZVPD basis set.

Calculated values
SMILES   C#C.O=O
Total energy   -6192.099 eV
Energy above the lowest of the compared OMol25 structures with the same formula, charge and spin   183.4 kcal/mol
HOMO level   -10.7 eV

Positions of all 6 atoms, in Å:
C -0.8702 0.6762 -0.0427
C -1.4441 -0.4157 -0.1459
H -0.1179 1.3385 0.2864
H -2.0315 -1.3028 -0.0873
O 2.8913 0.0625 -0.2053
O 1.5723 -0.3587 0.1948

Want to see where the charge sits? The natural (NBO) charges in e are:
1 C -0.238
2 C -0.215
3 H 0.241
4 H 0.238
5 O -0.014
6 O -0.013


(3)
Here is a 7-piece molecular cluster, H12IO6 overall from the OMol25 dataset. Energies are from ωB97M-V with the def2-TZVPD basis set.

Calculated values
Total energy   -20582.937 eV
Energy above the lowest of the compared OMol25 structures with the same formula, charge and spin   38.2 kcal/mol
Total charge   -1
HOMO level   -3.9 eV

Positions of all 19 atoms, in Å:
I 1.0482 0.0191 0.5124
O -0.6012 -6.0961 0.6443
H -0.5102 -5.1433 0.6575
H 0.2253 -6.4110 0.2783
O -2.9543 4.2795 2.2570
H -2.9444 3.5927 2.9237
H -2.1625 4.1253 1.7418
O 2.1489 5.6288 3.4321
H 1.9357 4.7274 3.1907
H 1.9719 5.6738 4.3717
O -4.3627 -2.1249 -1.3968
H -3.8728 -1.5130 -0.8474
H -3.7303 -2.4174 -2.0531
O 6.0023 -3.6493 -0.5668
H 5.8965 -4.1809 0.2221
H 5.1590 -3.2094 -0.6747
O -0.9387 2.5702 -5.0315
H -1.4587 1.9246 -5.5101
H -0.8521 2.2039 -4.1514

Results of the natural (NBO) charge analysis, in e, for atoms 1 through 6:
1 I -1.000
2 O -0.943
3 H 0.479
4 H 0.464
5 O -0.945
6 H 0.468


(4)
Here is C39H34Br2N8O2SeSn as an isolated structure in a non-equilibrium geometry from the OMol25 dataset. Energies are from ωB97M-V with the def2-TZVPD basis set.

Calculated values
Total energy   -268270.869 eV
Energy above the lowest of the compared OMol25 structures with the same formula, charge and spin   101.9 kcal/mol
Total charge   -2
HOMO level (spin up / spin down)   0.6 / 0.5 eV

Positions of all 87 atoms, in Å:
Sn 0.1920 -0.1699 -1.3504
C -0.4011 -4.0589 -2.4112
C 0.6696 -3.1315 -1.9132
C 1.5195 -2.4468 -2.7968
C 2.5703 -1.6620 -2.3208
C 2.7973 -1.5486 -0.9555
C 1.9632 -2.2044 -0.0651
C 0.9036 -2.9836 -0.5386
H -0.8375 -3.6957 -3.3369
H -1.2104 -4.1541 -1.6914
H 0.0269 -5.0546 -2.5911
H 1.3640 -2.5628 -3.8619
H 3.2142 -1.1436 -3.0171
H 3.6228 -0.9512 -0.5907
H 2.1435 -2.1216 0.9994
H 0.2698 -3.5197 0.1577
Br 6.2152 -3.1219 3.5215
C 5.9843 -1.2347 3.3106
C 5.8761 -0.4232 4.4328
C 5.7090 0.9368 4.2826
C 5.6278 1.5512 3.0021
C 5.7667 0.6813 1.8756
C 5.9355 -0.6798 2.0383
N 5.4820 2.9035 2.9723
N 4.9448 3.5724 1.9499
C 4.1207 2.9242 1.0079
C 4.3563 3.1207 -0.3298
C 3.5978 2.5031 -1.3378
C 2.5334 1.6598 -1.0556
O 1.8508 1.0835 -2.0092
C 2.2223 1.4596 0.3558
N 1.1658 0.6382 0.6828
C 0.8784 0.4390 1.9443
C 1.5811 1.0535 2.9877
C 2.6327 1.8767 2.7041
C 3.0104 2.0934 1.3653
H 5.9222 -0.8590 5.4239
H 5.6255 1.5677 5.1592
H 5.7524 1.0828 0.8732
H 6.0348 -1.3180 1.1679
H 5.1841 3.7643 -0.6085
H 3.8436 2.6797 -2.3780
H 0.0553 -0.2148 2.2020
H 1.2829 0.8699 4.0130
H 3.1768 2.3616 3.5029
Br -2.0827 -1.3787 -2.4299
O -0.6553 1.6067 -1.2853
C 0.5984 -1.1768 -6.9565
N -0.1353 0.0544 -7.0703
C -0.5459 0.6778 -8.2400
C -1.2021 1.7990 -7.8884
N -1.1972 1.8712 -6.5067
C -1.7818 2.9001 -5.6806
C -0.5346 0.7916 -5.9828
Se -0.2950 0.4696 -4.2094
H 0.7942 -1.5671 -7.9547
H 0.0211 -1.9060 -6.3858
H 1.5446 -1.0052 -6.4406
H -0.3513 0.2924 -9.2251
H -1.6635 2.5348 -8.5228
H -2.2480 3.6450 -6.3256
H -1.0128 3.3701 -5.0672
H -2.5288 2.4679 -5.0150
N -5.5952 0.6436 3.4568
C -6.4870 0.3195 4.4495
C -7.5484 1.0009 5.0284
C -8.2417 0.3432 6.0294
C -7.8827 -0.9501 6.4341
C -6.8237 -1.6205 5.8513
C -6.1105 -0.9790 4.8414
N -5.0302 -1.4068 4.1025
C -4.7469 -0.4234 3.2897
C -3.6687 -0.4107 2.3036
C -3.4251 0.6696 1.4693
C -2.3825 0.6200 0.5515
N -1.5811 -0.4257 0.4203
C -1.8189 -1.4657 1.2225
C -2.8265 -1.5132 2.1636
H -5.5632 1.5044 2.9416
H -7.8264 1.9998 4.7168
H -9.0769 0.8377 6.5088
H -8.4476 -1.4341 7.2209
H -6.5461 -2.6189 6.1640
H -4.0265 1.5710 1.5035
H -2.1248 1.4341 -0.1424
H -1.1581 -2.3159 1.1037
H -2.9616 -2.3892 2.7826

Results of the Mulliken charge analysis, in e, for atoms 1 through 6:
1 Sn 1.088
2 C -1.594
3 C -0.048
4 C -0.200
5 C -0.413
6 C 0.433


(5)
Here is an isolated ion of composition C5H16N2 and charge +2 in a non-equilibrium geometry from the OMol25 dataset. Energies are from ωB97M-V with the def2-TZVPD basis set.

Calculated values
SMILES   [NH3+]CCCCC[NH3+]
Total energy   -8408.726 eV
Energy above the lowest of the compared OMol25 structures with the same formula, charge and spin   7.4 kcal/mol
Total charge   +2
HOMO level   -19.2 eV

Positions of all 23 atoms, in Å:
N -3.0682 0.7149 -1.3597
C -1.7651 0.0123 -0.9992
C -0.5974 0.9715 -0.7988
C 0.0410 0.8866 0.6071
C 0.5499 -0.5100 1.0355
C 1.7884 -1.1026 0.3004
N 3.0186 -0.9040 1.1478
H -3.2119 1.4797 -0.6951
H -3.8212 0.0412 -1.2595
H -3.0855 1.1320 -2.2892
H -1.5034 -0.6473 -1.8234
H -2.0035 -0.5514 -0.1033
H 0.2483 0.7688 -1.4586
H -0.8595 2.0204 -0.9524
H -0.7141 1.1153 1.3692
H 0.8307 1.6218 0.7471
H -0.2395 -1.2576 0.9604
H 0.7615 -0.4644 2.1085
H 1.6711 -2.1627 0.1006
H 1.9105 -0.6139 -0.6640
H 3.8493 -0.8283 0.5587
H 3.2715 -1.6710 1.7747
H 2.9284 -0.0513 1.6934

Results of the natural (NBO) charge analysis, in e, for atoms 1 through 6:
1 N -0.663
2 C -0.228
3 C -0.447
4 C -0.394
5 C -0.433
6 C -0.236


(6)
Here is a 2-piece molecular cluster, HN3O2S overall in a non-equilibrium geometry from the OMol25 dataset. Energies are from ωB97M-V with the def2-TZVPD basis set.

Calculated values
SMILES   [O-][N+](O)=S.N#N
Total energy   -19413.557 eV
Energy above the lowest of the compared OMol25 structures with the same formula, charge and spin   7.5 kcal/mol
HOMO level   -9.9 eV

Positions of all 7 atoms, in Å:
O -0.5269 -0.6364 -2.0521
N 0.1855 -0.4295 -1.1341
O 0.3903 -1.5364 -0.2562
S 0.9673 0.8279 -0.6649
H 0.7293 -1.2778 0.6182
N -1.0998 1.1803 2.1069
N -0.6457 1.8719 1.3823

Results of the natural (NBO) charge analysis, in e, for atoms 1 through 6:
1 O -0.284
2 N 0.243
3 O -0.558
4 S 0.112
5 H 0.495
6 N -0.003